Density functional theory data (the ωB97M-V functional and the def2-TZVPD basis) for a single C4H6N2OS molecule at a distorted geometry.

The geometry in ORCA input format:
```
! RIJCOSX wB97M-V def2-TZVPD def2/J DEFGRID3
* xyz 0 1
C 1.15 -0.97 -0.16
C -1.30 -0.66 -0.18
C -2.43 0.20 0.19
C 0.12 -0.32 0.40
N 2.67 1.20 -0.19
N 1.68 1.80 -0.37
O -1.48 -1.54 -0.93
S 2.80 -0.68 0.23
H 0.86 -1.93 -0.66
H -2.32 1.12 -0.40
H -2.41 0.35 1.26
H -3.34 -0.27 -0.25
H 0.32 0.33 1.21
H 3.68 1.37 -0.17
*
```

As for the energy: -20104.36037 eV. The energy relative to the best compared isomer or geometry (same formula, charge and spin) is 114.9 kcal per mole.

=====

Density functional theory data (the ωB97M-V functional and the def2-TZVPD basis) for a single C4H6N2OS molecule at a distorted geometry.

The geometry in ORCA input format:
```
! RIJCOSX wB97M-V def2-TZVPD def2/J DEFGRID3
* xyz 0 1
H -1.86 2.57 0.03
N -0.83 2.26 0.12
C -0.93 1.00 0.07
S -2.45 0.01 -0.32
C -1.49 -1.47 0.24
O -0.17 -1.12 -0.17
N 0.13 0.10 0.43
C 1.45 0.59 -0.13
C 2.44 -0.34 -0.22
H -1.88 -2.23 -0.46
H -1.59 -1.65 1.34
H 1.52 1.74 -0.38
H 2.26 -1.52 0.25
H 3.39 0.06 -0.81
*
```

As for the energy: -20103.88557 eV. The SMILES is [H]/N=C1\SCON1C=C. The energy relative to the best compared isomer or geometry (same formula, charge and spin) is 125.8 kcal per mole.

=====

Density functional theory data (the ωB97M-V functional and the def2-TZVPD basis) for 2 unconnected molecules or ions with the total composition C4H6N2OS at a distorted geometry.

The geometry in ORCA input format:
```
! RIJCOSX wB97M-V def2-TZVPD def2/J DEFGRID3
* xyz 0 1
C 2.22 -0.43 -0.01
C 1.40 0.30 -0.86
C 1.49 -1.62 0.22
C -2.50 0.86 1.39
N 0.38 -0.46 -1.18
N 0.32 -1.62 -0.44
O -2.21 1.18 -1.10
S -1.71 1.59 0.19
H 3.21 -0.18 0.39
H 1.54 1.20 -1.32
H 1.97 -2.33 0.84
H -3.39 0.40 1.24
H -0.50 -0.20 -1.65
H -2.23 1.31 2.27
*
```

As for the energy: -20105.54297 eV. The energy relative to the best compared isomer or geometry (same formula, charge and spin) is 87.6 kcal per mole.

=====

Density functional theory data (the ωB97M-V functional and the def2-TZVPD basis) for a single C4H6N2OS molecule at a distorted geometry.

The geometry in ORCA input format:
```
! RIJCOSX wB97M-V def2-TZVPD def2/J DEFGRID3
* xyz 0 3
C -0.73 -1.61 -0.46
C -0.79 -0.14 -0.35
C 0.59 0.53 -0.22
C 0.86 2.00 -0.41
N -0.28 -2.07 0.74
N -0.67 0.31 0.95
O -0.84 -2.37 -1.40
S -0.28 -0.88 2.03
H -1.52 0.32 -0.89
H 1.32 -0.24 0.14
H 1.67 2.33 0.21
H 0.11 2.65 0.20
H 0.68 2.25 -1.41
H -0.12 -3.09 0.86
*
```

As for the expectation value of S²: 2.010. As for the energy: -20102.33129 eV. The energy relative to the best compared isomer or geometry (same formula, charge and spin) is 51.4 kcal per mole.

=====

Density functional theory data (the ωB97M-V functional and the def2-TZVPD basis) for 2 unconnected molecules or ions with the total composition C4H6N2OS2 at a distorted geometry.

The geometry in ORCA input format:
```
! RIJCOSX wB97M-V def2-TZVPD def2/J DEFGRID3
* xyz 0 3
C 1.22 2.65 1.53
C -0.65 1.24 0.88
C -0.61 -2.87 -0.46
C -0.39 -1.76 -1.33
N 0.37 3.40 0.87
N -0.72 2.53 0.63
O 1.26 0.22 -1.76
S 0.80 0.95 1.73
S 1.07 -1.05 -1.00
H 2.10 3.17 1.76
H 0.28 -3.07 0.00
H -1.25 -2.65 0.45
H -1.18 -3.86 -0.91
H -0.99 -1.69 -2.22
H -1.30 2.78 -0.18
*
```

As for the expectation value of S²: 2.009. As for the energy: -30937.05522 eV. The energy relative to the best compared isomer or geometry (same formula, charge and spin) is 48.5 kcal per mole.

=====

Density functional theory data (the ωB97M-V functional and the def2-TZVPD basis) for a single C4H6N2S molecule at a distorted geometry.

The geometry in ORCA input format:
```
! RIJCOSX wB97M-V def2-TZVPD def2/J DEFGRID3
* xyz 0 1
H 1.82 2.17 -0.09
N 0.78 2.21 -0.03
C 0.41 0.98 -0.01
C -1.10 0.81 0.07
S -1.97 -0.54 -0.02
N 1.40 -0.03 -0.04
C 1.32 -1.26 0.75
C 1.22 -1.27 -0.73
H -1.55 1.80 0.21
H 0.38 -1.37 1.36
H 2.25 -1.57 1.21
H 0.23 -1.44 -1.15
H 2.07 -1.62 -1.28
*
```

As for the energy: -18058.11921 eV. The SMILES is [H]/N=C(/C=S)N1CC1. The energy relative to the best compared isomer or geometry (same formula, charge and spin) is 65.8 kcal per mole.

=====

- The lowest energy relative to the best compared isomer or geometry (same formula, charge and spin) belongs to which entry?
  C4H6N2OS2